Arrangement A

Entry from OMol25: one molecule with the formula C2H4INO (ωB97M-V/def2-TZVPD).

- Highest occupied orbital energy (alpha / beta): -8.715 / -8.713 eV
- Frontier orbital gap (alpha / beta): 8.93 / 8.93 eV
- Lowest unoccupied orbital energy (alpha / beta): 0.22 / 0.22 eV

The geometry in ORCA input format:
```
! wB97M-V def2-TZVPD RIJCOSX def2/J DEFGRID3
* xyz 0 1
C 2.74 0.22 0.75
C -0.68 0.02 -0.45
N 1.56 0.22 -0.18
O 0.37 0.05 0.49
I 4.68 0.14 0.07
H 2.35 0.28 1.85
H -1.66 0.06 0.15
H -0.69 -0.93 -0.97
H -0.53 0.86 -1.05
*
```

Arrangement B

Entry from OMol25: C2H4INO as an isolated structure (ωB97M-V/def2-TZVPD).

- Highest occupied orbital energy (alpha / beta): -9.076 / -9.077 eV
- Frontier orbital gap (alpha / beta): 8.61 / 8.61 eV
- Lowest unoccupied orbital energy (alpha / beta): -0.46 / -0.46 eV

The geometry in ORCA input format:
```
! wB97M-V def2-TZVPD RIJCOSX def2/J DEFGRID3
* xyz 0 1
C 0.52 -0.38 -0.04
C -0.20 0.77 -0.20
N -0.04 -1.48 -0.27
O -1.52 0.82 -0.48
I 2.58 0.18 0.31
H 0.23 1.75 -0.26
H -0.02 0.80 1.59
H 0.35 -2.34 0.04
H -1.92 -0.12 -0.69
*
```

Arrangement C

Entry from OMol25: a 2-piece molecular cluster, C2H4INO overall (ωB97M-V/def2-TZVPD).

- Highest occupied orbital energy (alpha / beta): -7.540 / -7.585 eV
- Frontier orbital gap (alpha / beta): 6.98 / 8.10 eV
- Lowest unoccupied orbital energy (alpha / beta): -0.56 / 0.51 eV

The geometry in ORCA input format:
```
! wB97M-V def2-TZVPD RIJCOSX def2/J DEFGRID3
* xyz 0 1
C 0.87 0.37 0.88
C -0.92 -0.80 -0.75
N 1.42 -0.18 1.81
O -1.43 0.37 -1.21
I 0.98 2.27 -0.09
H -1.45 -1.32 0.12
H -0.49 -1.51 -1.31
H 2.14 0.14 2.60
H -1.10 0.67 -2.04
*
```

Which of them is most stable, and which least? Most stable: arrangement B; least stable: arrangement C.

Arrangement A

Entry from OMol25: a 8-piece molecular cluster, C17H50N6O8 overall (ωB97M-V/def2-TZVPD).

- Highest occupied orbital energy: -9.441 eV
- Frontier orbital gap: 9.89 eV
- Lowest unoccupied orbital energy: 0.44 eV

The geometry in ORCA input format:
```
! wB97M-V def2-TZVPD RIJCOSX def2/J DEFGRID3
* xyz 0 1
C 9.86 -20.10 -12.62
C 10.19 -20.94 -13.82
O 10.41 -20.13 -14.95
H 9.00 -19.45 -12.83
H 10.66 -19.39 -12.38
H 9.58 -20.64 -11.72
H 9.38 -21.65 -14.02
H 11.07 -21.58 -13.71
H 9.60 -19.90 -15.42
C 8.86 -17.34 -19.98
O 8.26 -16.39 -19.47
N 9.62 -17.17 -21.10
N 8.72 -18.60 -19.49
H 9.78 -16.20 -21.30
H 10.24 -17.90 -21.41
H 8.27 -18.78 -18.61
H 9.24 -19.33 -19.95
C 4.77 -22.61 -12.26
O 5.36 -21.56 -12.05
N 5.06 -23.44 -13.32
N 3.72 -23.03 -11.47
H 4.60 -24.31 -13.46
H 5.64 -23.04 -14.03
H 3.11 -23.74 -11.82
H 3.62 -22.59 -10.58
C 4.01 -24.31 -17.44
O 5.15 -24.74 -17.31
N 3.69 -23.27 -18.24
N 2.93 -24.82 -16.72
H 4.42 -22.95 -18.85
H 2.92 -22.64 -18.08
H 2.11 -24.94 -17.28
H 3.16 -25.49 -16.02
C 6.51 -23.71 -21.45
C 6.64 -22.78 -20.24
C 8.01 -22.10 -20.31
O 5.58 -21.81 -20.34
H 5.48 -24.01 -21.64
H 7.06 -24.65 -21.31
H 6.89 -23.25 -22.36
H 6.59 -23.38 -19.33
H 8.69 -22.76 -20.85
H 8.40 -21.81 -19.33
H 7.93 -21.13 -20.82
H 5.92 -21.05 -20.81
C 6.39 -14.52 -16.76
C 6.10 -16.00 -16.75
C 5.13 -16.39 -17.85
O 7.35 -16.70 -16.94
H 7.12 -14.19 -16.02
H 5.50 -13.88 -16.66
H 6.75 -14.23 -17.75
H 5.74 -16.32 -15.78
H 5.31 -15.93 -18.82
H 4.11 -16.18 -17.53
H 5.14 -17.48 -17.99
H 7.75 -16.37 -17.77
C 1.25 -18.61 -17.74
C 1.74 -19.83 -18.49
C 3.21 -19.68 -18.84
O 1.65 -20.98 -17.63
H 0.18 -18.69 -17.52
H 1.35 -17.66 -18.27
H 1.79 -18.46 -16.81
H 1.26 -20.07 -19.44
H 3.66 -20.57 -19.28
H 3.82 -19.37 -17.98
H 3.42 -18.87 -19.55
H 0.77 -21.36 -17.68
C 5.92 -19.49 -15.27
C 7.19 -20.12 -15.80
C 6.89 -21.43 -16.54
O 8.09 -19.29 -16.52
H 5.59 -20.02 -14.37
H 5.09 -19.52 -15.98
H 6.05 -18.43 -15.03
H 7.76 -20.48 -14.93
H 6.35 -21.25 -17.47
H 6.39 -22.10 -15.85
H 7.85 -21.88 -16.79
H 7.74 -18.38 -16.54
*
```

Arrangement B

Entry from OMol25: a 8-piece molecular cluster, C17H50N6O8 overall (ωB97M-V/def2-TZVPD).

- Highest occupied orbital energy: -9.220 eV
- Frontier orbital gap: 9.80 eV
- Lowest unoccupied orbital energy: 0.58 eV

The geometry in ORCA input format:
```
! wB97M-V def2-TZVPD RIJCOSX def2/J DEFGRID3
* xyz 0 1
C -1.56 4.07 -0.78
C -2.51 4.98 -1.55
O -3.16 4.23 -2.50
H -2.06 3.24 -0.29
H -1.02 4.69 -0.06
H -0.79 3.62 -1.40
H -1.94 5.85 -1.87
H -3.33 5.30 -0.92
H -3.42 4.84 -3.19
C -2.99 -3.61 1.51
O -3.15 -2.52 2.02
N -2.49 -3.81 0.36
N -3.16 -4.69 2.23
H -2.27 -4.77 0.12
H -2.31 -3.01 -0.22
H -3.04 -5.56 1.74
H -3.50 -4.68 3.18
C 3.00 2.32 -0.17
O 2.25 2.06 -1.08
N 3.04 1.64 0.91
N 3.87 3.29 -0.18
H 3.80 1.74 1.57
H 2.45 0.83 0.96
H 4.65 3.16 0.44
H 4.10 3.62 -1.11
C -0.22 -0.25 0.22
O 0.87 -0.51 0.78
N -0.31 0.64 -0.75
N -1.38 -0.81 0.53
H 0.52 1.20 -0.87
H -1.09 0.60 -1.39
H -1.62 -1.40 1.32
H -2.12 -0.36 0.01
C 0.78 1.75 3.35
C -0.74 1.77 3.57
C -1.14 0.40 4.21
O -1.16 2.80 4.42
H 1.03 2.64 2.77
H 1.26 0.84 3.00
H 1.27 1.93 4.30
H -1.21 1.95 2.61
H -1.23 -0.35 3.42
H -2.11 0.53 4.68
H -0.48 0.10 5.03
H -0.63 2.84 5.22
C 4.87 0.35 -3.09
C 3.47 -0.22 -3.59
C 2.93 -1.34 -2.68
O 2.54 0.81 -3.53
H 5.28 1.18 -3.66
H 5.68 -0.39 -3.02
H 4.86 0.62 -2.04
H 3.53 -0.55 -4.62
H 1.85 -1.41 -2.61
H 3.34 -1.05 -1.70
H 3.31 -2.33 -2.94
H 2.52 1.19 -2.65
C 0.66 -3.92 2.75
C 2.13 -3.40 2.49
C 2.51 -3.62 0.93
O 2.18 -2.00 2.78
H -0.14 -3.33 2.30
H 0.55 -4.01 3.83
H 0.59 -4.98 2.49
H 2.82 -3.94 3.12
H 1.81 -3.09 0.28
H 2.59 -4.67 0.64
H 3.50 -3.18 0.80
H 1.79 -1.49 2.07
C -4.29 -0.68 -3.12
C -2.97 -0.21 -2.56
C -2.44 1.03 -3.32
O -3.38 0.16 -1.27
H -4.07 -0.96 -4.15
H -5.10 0.04 -3.23
H -4.62 -1.55 -2.56
H -2.27 -1.04 -2.48
H -1.66 1.47 -2.70
H -3.27 1.71 -3.48
H -1.91 0.73 -4.22
H -3.94 0.92 -1.45
*
```

Which of them is most stable, and which least? Most stable: arrangement A; least stable: arrangement B.

Arrangement A

Entry from OMol25: a 2-piece molecular cluster, C3H7NS overall (ωB97M-V/def2-TZVPD).

- Highest occupied orbital energy (alpha / beta): -7.546 / -7.830 eV
- Frontier orbital gap (alpha / beta): 7.75 / 8.35 eV
- Lowest unoccupied orbital energy (alpha / beta): 0.20 / 0.52 eV

The geometry in ORCA input format:
```
! wB97M-V def2-TZVPD RIJCOSX def2/J DEFGRID3
* xyz 0 1
C -1.81 1.17 0.21
C 0.59 0.98 -1.56
C 0.77 -0.17 -0.70
N -2.07 0.16 0.82
S 2.39 -1.17 -1.05
H -2.08 2.21 0.47
H 1.14 1.83 -1.17
H 0.23 0.82 -2.52
H 0.00 -0.83 -0.75
H 0.85 0.00 0.37
H -2.41 -0.44 1.54
H 2.23 -2.00 -2.22
*
```

Arrangement B

Entry from OMol25: one molecule with the formula C3H7NS (ωB97M-V/def2-TZVPD).

- Highest occupied orbital energy: -8.424 eV
- Frontier orbital gap: 8.22 eV
- Lowest unoccupied orbital energy: -0.20 eV

The geometry in ORCA input format:
```
! wB97M-V def2-TZVPD RIJCOSX def2/J DEFGRID3
* xyz 0 1
C -2.97 -0.09 0.03
C -0.41 -0.47 -0.12
C 0.85 0.36 -0.27
H -3.62 0.72 -0.49
H -3.03 -1.05 -0.45
H -3.40 -0.20 1.06
H -1.31 1.24 0.62
H -0.40 -1.17 0.67
H -0.61 -1.07 -1.03
H 0.78 1.39 -0.62
N -1.56 0.36 0.10
S 2.36 -0.07 0.11
*
```

Which of them is most stable, and which least? Most stable: arrangement B; least stable: arrangement A.

Arrangement A

Entry from OMol25: one molecule with the formula C3H7NS (ωB97M-V/def2-TZVPD).

- Highest occupied orbital energy: -8.320 eV
- Frontier orbital gap: 9.02 eV
- Lowest unoccupied orbital energy: 0.70 eV

The geometry in ORCA input format:
```
! wB97M-V def2-TZVPD RIJCOSX def2/J DEFGRID3
* xyz 0 1
C 2.09 -0.79 -0.87
C 0.70 0.02 -1.00
C -0.20 0.05 0.25
H 1.81 -1.83 -1.26
H 2.80 -0.44 -1.53
H 2.60 -1.07 0.08
H 0.88 0.97 -1.41
H 0.18 -0.53 -1.73
H 1.41 -0.27 1.44
H -0.01 -0.18 2.30
N 0.46 -0.04 1.46
S -1.78 0.50 0.10
*
```

Arrangement B

Entry from OMol25: a 2-piece molecular cluster, C3H7NS overall (ωB97M-V/def2-TZVPD).

- Highest occupied orbital energy: -7.136 eV
- Frontier orbital gap: 6.33 eV
- Lowest unoccupied orbital energy: -0.80 eV

The geometry in ORCA input format:
```
! wB97M-V def2-TZVPD RIJCOSX def2/J DEFGRID3
* xyz 0 1
S 1.53 -1.10 0.10
H 1.38 -2.35 0.52
C -1.10 0.37 -0.78
C -0.93 -0.98 -0.84
C -0.58 2.17 0.70
N -0.66 0.93 0.40
H -1.19 1.01 -1.64
H -1.08 -1.61 0.02
H -0.64 -1.50 -1.74
H -0.06 2.46 1.59
H -1.00 2.93 0.05
H 0.06 0.26 0.83
*
```

Arrangement C

Entry from OMol25: one molecule with the formula C3H7NS (ωB97M-V/def2-TZVPD).

- Highest occupied orbital energy: -8.166 eV
- Frontier orbital gap: 8.94 eV
- Lowest unoccupied orbital energy: 0.78 eV

The geometry in ORCA input format:
```
! wB97M-V def2-TZVPD RIJCOSX def2/J DEFGRID3
* xyz 0 1
C 0.09 1.38 0.02
C -1.29 -0.79 -0.07
C 1.21 -0.85 0.12
H -0.57 1.84 -0.75
H 0.20 1.88 1.06
H 1.18 1.43 -0.30
H -1.73 -0.20 -0.85
H -1.02 -1.82 -0.37
H -1.92 -0.68 0.87
H 1.07 -1.91 0.22
N 0.09 -0.11 0.08
S 2.70 -0.16 -0.05
*
```

Arrangement D

Entry from OMol25: one molecule with the formula C3H7NS (ωB97M-V/def2-TZVPD).

- Highest occupied orbital energy: -8.313 eV
- Frontier orbital gap: 9.15 eV
- Lowest unoccupied orbital energy: 0.84 eV

The geometry in ORCA input format:
```
! wB97M-V def2-TZVPD RIJCOSX def2/J DEFGRID3
* xyz 0 1
C -1.12 0.02 -0.42
C -0.49 -1.11 0.38
C -0.06 1.28 0.45
N 1.77 -0.24 -0.92
S 1.17 -0.13 0.46
H -0.63 0.00 -1.36
H -2.11 0.14 -0.07
H -0.83 -1.25 1.44
H -0.25 -2.15 -0.16
H 0.24 1.99 -0.31
H -0.53 1.62 1.37
H 2.84 -0.18 -0.87
*
```

Which of them is most stable, and which least? Most stable: arrangement A; least stable: arrangement D.

Arrangement A

Entry from OMol25: a 2-piece molecular cluster, CH2BrNOS overall (ωB97M-V/def2-TZVPD).

- Highest occupied orbital energy: -9.436 eV
- Frontier orbital gap: 8.89 eV
- Lowest unoccupied orbital energy: -0.54 eV

The geometry in ORCA input format:
```
! wB97M-V def2-TZVPD RIJCOSX def2/J DEFGRID3
* xyz 0 1
C 1.75 -0.07 1.06
N 1.74 -1.27 0.99
O -0.45 -1.56 -0.97
S 2.12 1.46 1.04
Br 1.00 -2.02 -1.79
H 0.89 -1.66 -3.28
H 0.95 -1.80 0.56
*
```

Arrangement B

Entry from OMol25: a 2-piece molecular cluster, CH2BrNOS overall (ωB97M-V/def2-TZVPD).

- Highest occupied orbital energy: -9.394 eV
- Frontier orbital gap: 8.74 eV
- Lowest unoccupied orbital energy: -0.65 eV

The geometry in ORCA input format:
```
! wB97M-V def2-TZVPD RIJCOSX def2/J DEFGRID3
* xyz 0 1
C 1.75 -0.50 0.16
N -1.02 -0.29 0.96
O 1.67 -1.55 -0.22
S -0.99 0.14 -0.49
Br -1.54 2.24 -1.24
H -0.22 -0.51 1.48
H 0.34 0.47 -0.66
*
```

Which of them is most stable, and which least? Most stable: arrangement B; least stable: arrangement A.

Arrangement A

Entry from OMol25: C2HO2P as an isolated structure (ωB97M-V/def2-TZVPD).

- Highest occupied orbital energy: -8.562 eV
- Frontier orbital gap: 6.97 eV
- Lowest unoccupied orbital energy: -1.59 eV

The geometry in ORCA input format:
```
! wB97M-V def2-TZVPD RIJCOSX def2/J DEFGRID3
* xyz 0 1
C 0.37 -0.65 0.81
C -0.77 -0.59 0.19
O 1.42 0.01 0.61
O -0.36 0.73 -1.03
P 1.06 1.21 -0.95
H -1.73 -0.71 0.36
*
```

Arrangement B

Entry from OMol25: one molecule with the formula C2HO2P (ωB97M-V/def2-TZVPD).

- Highest occupied orbital energy: -9.014 eV
- Frontier orbital gap: 8.02 eV
- Lowest unoccupied orbital energy: -0.99 eV

The geometry in ORCA input format:
```
! wB97M-V def2-TZVPD RIJCOSX def2/J DEFGRID3
* xyz 0 1
C 0.59 0.70 -0.24
C -0.03 -1.01 -0.28
O 1.74 0.67 -0.20
O 0.05 -1.88 0.45
P -0.82 1.30 0.41
H -1.53 0.22 -0.14
*
```

Which of them is most stable, and which least? Most stable: arrangement B; least stable: arrangement A.